[1]
Density functional theory data (ωB97M-V with the def2-TZVPD basis set) for C7H13N as an isolated structure in a non-equilibrium geometry.

Structure (XYZ):
```
21
Properties=species:S:1:pos:R:3:forces:R:3
C -0.370 -1.504 0.893 0.1 0.0 -0.2
C 0.991 0.379 -0.042 6.0 -3.3 1.3
H -2.885 -0.092 0.575 0.0 0.0 0.1
H 2.107 2.025 0.554 0.0 0.0 0.1
C 0.071 -0.653 -0.277 -5.8 2.4 -1.8
H 0.255 -1.218 -1.191 0.1 0.0 0.1
H -3.247 1.403 -0.299 0.2 0.0 0.0
C 1.127 1.619 0.350 -0.1 0.4 -0.5
H -1.326 -1.976 0.668 0.0 0.0 0.0
C -1.390 0.487 -0.840 1.2 -2.4 0.4
H 2.450 -1.787 0.015 -0.6 0.1 0.0
C -2.449 0.820 0.165 0.1 -0.2 0.1
H 0.356 -2.298 1.070 0.1 0.0 0.1
H -2.019 1.377 0.999 0.0 0.0 0.1
H 3.115 -0.380 0.859 0.2 0.1 -0.1
H -0.723 0.640 -2.637 0.0 -0.3 0.1
H -0.478 -0.911 1.798 0.0 0.0 0.0
C 2.569 -0.708 -0.020 -1.7 2.8 0.1
H 3.052 -0.413 -0.948 0.2 0.0 0.1
H 0.305 2.319 0.337 -0.2 0.1 0.1
N -1.510 0.868 -2.029 0.3 0.5 -0.1
```
Forces are in eV/Å.

Calculated total energy   -8956.2316 eV
Total charge   0
Multiplicity   1
Highest occupied orbital energy   -8.086 eV
F_max   7.0 eV Å⁻¹
Relative energy (zero: lowest compared OMol25 entry of this formula, charge and spin)   357.1 kJ/mol
HOMO-LUMO gap   0.332 Ha
LUMO level   1.0 eV

[2]
Density functional theory data (ωB97M-V with the def2-TZVPD basis set) for a 13-piece molecular cluster, C5H32O12 overall in a non-equilibrium geometry.

Structure (XYZ):
```
49
Properties=species:S:1:pos:R:3:forces:R:3
O 3.549 0.886 -1.094 -0.4 -0.2 0.4
O 2.227 3.022 -1.109 -0.5 0.7 -0.2
H -4.139 -1.304 1.845 -0.2 0.1 0.0
H 0.585 -3.027 -2.744 0.3 0.1 0.3
C -2.974 0.956 0.243 0.8 0.4 -0.9
O 2.083 0.270 3.488 0.4 1.6 -0.8
H -0.307 -2.364 -0.601 0.2 -0.8 0.6
H 2.088 3.708 -0.450 -0.2 0.1 0.3
H 2.968 0.938 -1.865 0.3 -0.1 0.1
O 2.917 -2.761 -2.379 0.2 0.9 0.1
H -0.899 -3.466 0.351 0.5 0.6 -0.2
H -4.053 1.103 -0.020 1.1 0.0 0.3
H -1.491 -2.016 1.969 0.2 -1.1 -0.5
O 0.235 -2.350 -2.147 -1.2 0.8 -0.9
O 2.429 -2.054 0.842 0.8 0.0 -0.2
O -1.440 -2.152 2.914 -0.2 0.1 1.0
C -3.829 -0.283 2.117 -0.9 0.3 0.6
H 1.968 -0.624 3.788 0.8 -0.9 -0.4
H -0.942 -0.470 3.488 0.3 -0.8 0.1
H 1.853 -2.709 1.252 -0.4 0.5 -0.1
H 1.194 2.770 2.357 -0.2 -0.4 0.7
H -0.375 -1.829 -2.721 0.5 -0.4 0.2
H 0.244 -0.641 -4.644 0.4 0.5 -0.3
C -2.704 0.083 1.263 0.9 0.2 0.8
O -0.424 -2.611 0.360 -0.9 0.0 -0.2
H -0.263 2.414 -1.296 1.0 0.3 -0.1
H 3.214 -1.835 -2.483 0.0 -0.7 -0.1
O -0.674 -0.836 -4.492 -0.4 -1.3 0.8
H -1.921 -2.938 3.214 0.2 0.3 -0.5
C -0.692 1.723 -0.614 0.6 -1.3 0.5
H 3.085 3.232 -1.484 0.2 0.0 -0.3
H -2.789 2.353 -0.962 1.7 1.5 -1.0
H -4.690 0.434 2.051 0.7 -0.8 -0.5
O 0.162 2.227 -4.307 -0.8 0.7 1.4
H -1.632 -0.199 1.425 -1.2 0.1 0.1
C -2.006 1.776 -0.472 -5.5 -1.0 0.6
H 2.572 -2.717 -1.476 0.1 -0.2 0.1
H 2.627 0.406 2.678 -0.4 -1.0 1.2
H 2.027 -1.181 0.845 -0.3 -0.5 0.1
H -1.203 -0.060 -4.621 0.0 0.8 -0.3
H -0.180 0.881 -0.108 0.1 0.8 -0.6
H 0.924 1.886 1.075 0.2 0.1 0.7
O -0.515 0.207 4.004 -0.5 1.1 0.4
H 0.427 0.277 3.796 -0.3 0.0 -0.3
O 1.203 2.743 1.407 0.1 0.4 -1.1
H -0.417 2.933 -3.955 0.0 0.0 -1.2
H 3.107 1.510 -0.477 0.5 -0.6 -0.6
H -3.619 -0.314 3.178 0.6 -0.3 0.2
H 0.487 2.002 -3.428 0.9 -0.7 -0.1
```
Forces are in eV/Å.

Calculated total energy   -30263.6986 eV
⟨S²⟩   0.777
Total charge   +1
Multiplicity   2
Highest occupied orbital energy (alpha / beta)   -13.089 / -13.089 eV
F_max   5.6 eV Å⁻¹
Relative energy (zero: lowest compared OMol25 entry of this formula, charge and spin)   61.9 kJ/mol
HOMO-LUMO gap (alpha / beta)   0.291 / 0.188 Ha
LUMO level (alpha / beta)   -5.2 / -8.0 eV

[3]
Density functional theory data (ωB97M-V with the def2-TZVPD basis set) for C24H31N5S2 in the gas phase in a non-equilibrium geometry.

Structure (XYZ):
```
62
Properties=species:S:1:pos:R:3:forces:R:3
C -1.834 -0.860 -0.976 0.1 0.1 -0.3
C -2.755 -0.094 1.135 0.1 0.1 0.3
H 1.901 6.340 2.140 0.1 0.0 0.0
C -1.670 -1.464 -3.401 -0.1 0.0 0.0
H -3.771 -4.642 -2.867 0.0 -0.1 0.0
C 0.706 0.577 0.377 -0.2 1.0 0.2
H 5.557 1.086 1.746 0.0 0.0 0.1
H 4.324 -0.143 2.036 0.0 0.1 0.0
C 6.006 -0.837 0.893 -0.1 0.2 0.2
H -1.057 5.569 2.142 -0.1 0.0 0.1
N -0.844 -3.874 0.411 -0.1 -0.4 0.1
C -1.934 -2.305 -4.468 0.1 0.0 -0.1
H 4.903 1.195 -0.647 0.1 0.0 -0.1
C -0.304 -0.449 1.018 -0.1 0.3 0.0
H 0.207 4.772 3.081 -0.1 0.0 0.0
H -3.843 -0.671 -0.486 0.0 0.0 0.0
H -3.784 0.808 2.774 0.0 0.0 0.0
C 4.223 0.757 0.090 0.1 0.0 0.3
H 3.670 2.634 1.021 0.0 0.1 -0.1
C -4.009 0.364 1.810 0.1 0.0 -0.1
C 5.018 0.251 1.290 0.0 -0.1 -0.3
H 0.105 4.917 0.032 0.1 0.0 -0.1
H -2.896 -4.106 -5.111 0.0 -0.1 -0.1
H 1.372 4.132 0.981 0.0 0.0 -0.1
H -4.524 1.102 1.194 -0.1 0.0 0.0
H 1.899 -1.846 -2.457 0.0 0.0 0.0
S -0.173 2.030 -0.391 0.2 -0.1 0.1
H -1.555 -2.061 -5.449 0.0 0.0 -0.1
C 3.203 1.814 0.475 -0.3 -0.2 0.0
H 0.566 -2.886 -2.076 0.0 0.0 0.0
C -2.688 -3.451 -4.278 0.0 -0.1 0.0
N 1.339 -0.111 -0.689 0.2 -0.2 -0.7
C -0.514 3.121 1.030 0.1 -0.2 -0.4
H 0.608 7.221 2.954 0.0 0.1 0.0
H 3.699 -0.074 -0.384 0.1 0.1 0.0
H 5.481 -1.690 0.467 0.0 -0.1 -0.1
S 1.924 1.164 1.600 0.1 0.0 0.1
C -2.915 -2.914 -1.950 0.0 0.0 0.0
H 0.644 7.136 1.192 0.0 0.1 -0.1
H -1.085 -0.567 -3.548 0.1 0.1 0.0
H -1.582 3.337 0.998 0.0 0.0 0.1
C 0.681 -1.158 -1.004 -0.1 0.2 0.3
C 0.841 6.581 2.107 -0.2 -0.1 0.1
H 6.566 -1.178 1.760 0.1 -0.1 0.0
N 0.952 -1.860 2.797 0.2 -0.3 0.4
H 2.676 2.198 -0.398 0.1 0.2 0.0
H -4.680 -0.481 1.960 -0.1 0.0 0.0
N 1.019 -1.992 -1.995 0.1 -0.2 -0.1
C 0.416 -1.224 2.012 0.2 -0.2 0.2
C -0.749 -2.758 0.174 -0.2 -0.5 0.1
C 0.004 5.309 2.152 0.2 0.1 -0.3
H 6.712 -0.463 0.153 0.1 0.0 -0.1
C -2.154 -1.766 -2.134 -0.2 0.1 -0.1
C -3.180 -3.751 -3.019 0.0 -0.1 0.0
C -0.593 -1.378 -0.190 0.2 0.8 -0.3
H -1.414 0.564 2.620 -0.1 0.1 0.1
H -1.557 0.138 -1.359 -0.1 -0.4 0.2
C -1.539 0.091 1.660 -0.2 0.0 -0.1
H -0.280 2.552 1.928 -0.1 0.1 0.0
C 0.313 4.394 0.968 -0.2 0.0 0.3
N -2.938 -0.772 -0.053 -0.1 0.0 -0.1
H -3.294 -3.152 -0.967 0.0 0.0 0.1
```
Forces are in eV/Å.

SMILES   CCCCSC1(SCCCC)N=C(N)[C@]2(C#N)[C@@H](c3ccccc3)NC(C)=C[C@]12C#N
Calculated total energy   -54512.1831 eV
Total charge   0
Multiplicity   1
Highest occupied orbital energy   -8.257 eV
F_max   1.1 eV Å⁻¹
Relative energy (zero: lowest compared OMol25 entry of this formula, charge and spin)   4.1 kJ/mol
HOMO-LUMO gap   0.321 Ha
LUMO level   0.5 eV

[4]
Density functional theory data (ωB97M-V with the def2-TZVPD basis set) for a 6-piece molecular cluster, C34H31N4O14P overall in a non-equilibrium geometry.

Structure (XYZ):
```
84
Properties=species:S:1:pos:R:3:forces:R:3
H 1.948 -8.366 4.946 0.0 0.0 0.0
C -1.197 8.490 -4.195 -0.1 0.0 0.1
H -2.257 -5.956 3.627 0.0 0.0 0.0
C -1.750 7.747 -1.926 0.2 -0.2 -0.1
O -0.129 -0.676 -0.938 0.3 -0.2 -0.1
C -7.879 -8.087 2.668 -0.1 0.0 -0.1
H 2.041 -5.942 4.359 0.0 0.0 0.0
C -7.213 -8.632 3.862 0.0 0.0 0.0
C 1.069 -7.804 4.656 0.0 0.1 0.0
O 3.677 2.147 -1.550 -0.4 -0.4 -0.1
C -2.190 -1.797 -0.996 0.0 0.0 0.0
O 7.493 2.391 0.376 0.0 0.0 0.0
N -0.767 2.599 -0.236 -0.2 -0.7 -0.1
C 2.421 4.962 -1.675 0.2 0.8 0.7
H 10.864 2.342 -2.539 0.0 0.0 0.0
H -5.523 -8.566 5.153 0.0 0.0 0.0
P 2.623 2.656 -0.371 -0.5 1.4 2.0
C -0.493 -2.165 0.851 0.0 0.0 -0.1
C 7.428 2.468 -3.174 0.1 0.0 0.0
H -1.710 4.689 -1.510 0.2 0.1 -0.1
O 9.307 2.430 -4.601 0.0 0.0 0.0
H 0.392 4.152 -2.885 0.2 0.1 -0.2
C -1.426 -7.813 4.229 0.1 0.0 0.0
O 3.192 5.610 -0.938 0.0 0.0 0.3
H -1.493 6.453 -3.668 0.1 0.0 0.1
C -1.310 -3.047 1.431 -0.2 -0.1 0.1
N 3.366 3.160 0.897 0.4 -0.6 -0.4
C -0.868 -1.478 -0.404 -0.1 -0.1 0.1
H 6.769 2.509 -4.032 0.0 0.0 0.0
C -1.468 7.491 -3.357 0.0 0.0 -0.1
O -1.998 6.834 -1.166 -0.1 0.1 0.2
N -1.853 3.828 -2.027 -0.4 -0.2 -0.3
C -2.629 -3.368 0.835 0.1 0.1 0.0
O -0.246 -9.740 4.907 0.0 0.0 0.0
C 8.877 2.424 -3.463 -0.1 0.0 -0.1
O -0.063 -4.590 3.663 0.3 -0.3 0.4
H -1.007 3.405 0.316 0.1 0.0 0.1
H -1.412 11.185 -1.985 0.0 0.0 0.0
O -0.924 10.813 -4.500 -0.1 0.0 0.0
C -1.381 -6.517 3.916 0.2 0.0 0.0
H -2.350 -8.374 4.210 0.0 0.0 0.0
C -1.444 10.150 -2.302 0.0 0.0 0.1
C -7.174 -7.016 1.948 0.0 0.0 0.1
H 0.476 -1.911 1.264 0.0 0.0 0.0
H -1.202 1.806 -3.327 0.0 0.0 -0.1
H 5.899 2.488 -1.712 -0.1 0.0 0.1
O -3.381 -4.176 1.355 -0.1 -0.1 0.0
H -3.977 -2.924 -0.833 0.0 0.0 0.0
O 1.806 1.277 0.008 0.7 0.3 -1.2
C -0.104 -5.774 3.952 -0.1 0.1 -0.1
H -1.920 9.318 -0.411 0.0 0.0 0.0
C 9.350 2.361 -1.058 0.0 0.0 0.0
C -0.838 2.849 -1.667 1.1 0.5 0.2
O -4.228 -6.678 3.924 -0.2 -0.2 0.2
H -1.278 1.773 0.042 -0.3 0.2 0.0
H -2.441 -1.273 -1.910 0.0 0.1 0.0
H 4.369 3.135 0.740 0.0 0.1 0.3
O 2.323 5.115 -2.914 -0.2 0.0 -0.9
H -0.441 0.934 -2.177 0.0 -0.1 0.0
C 0.568 3.369 -2.161 -1.0 -0.2 1.3
H 1.320 0.989 -0.779 -0.4 -0.2 0.4
H -7.672 -6.622 1.071 0.0 0.0 0.0
C 1.508 3.879 -1.067 1.0 -1.0 -1.8
H 1.029 2.528 -2.697 0.1 -0.1 -0.3
H 3.276 1.388 -1.993 0.2 0.1 -0.1
H -7.741 -9.421 4.384 0.0 0.0 0.0
C -3.007 -2.676 -0.419 0.0 -0.1 0.1
C -5.982 -6.555 2.360 0.0 0.0 0.0
H -1.051 -3.567 2.355 -0.2 0.3 -0.4
C -1.714 9.154 -1.461 0.0 0.1 0.0
H -0.986 8.325 -5.244 0.0 0.0 0.0
C -5.321 -7.102 3.553 0.0 0.1 -0.1
C -1.166 9.896 -3.736 0.1 0.0 -0.1
H -5.450 -5.766 1.842 0.0 0.0 0.0
C 6.961 2.457 -1.926 0.0 0.0 0.0
C 9.806 2.372 -2.305 0.0 0.0 0.0
C 7.890 2.404 -0.766 -0.1 0.0 -0.1
N -1.181 1.602 -2.334 -0.7 0.1 0.0
C -0.210 -8.555 4.621 -0.1 -0.1 0.0
H 10.009 2.322 -0.198 0.0 0.0 0.0
C -6.022 -8.173 4.275 0.0 0.0 0.0
O -8.971 -8.509 2.294 0.0 0.0 0.0
C 1.119 -6.510 4.343 0.1 0.0 0.0
H -2.737 3.450 -1.698 -0.1 0.0 0.0
```
Forces are in eV/Å.

Calculated total energy   -79669.0972 eV
Total charge   -2
Multiplicity   1
Highest occupied orbital energy   -0.009 eV
F_max   2.5 eV Å⁻¹
HOMO-LUMO gap   0.039 Ha
LUMO level   1.0 eV